The following is a DFT calculation (ωB97M-V/def2-TZVPD) of a cluster of 2 separate species, C2H3F3OS in total in a non-equilibrium geometry.

Results
- energy relative to the best compared isomer or geometry (same formula, charge and spin) (kcal per mole) = 101.8
- gap between HOMO and LUMO (alpha / beta) (eV) = 5.230 / 5.251

```
! wB97M-V def2-TZVPD RIJCOSX def2/J DEFGRID3
* xyz 0 1
C 0.92472 0.37465 -1.59493
C -0.79902 -0.45767 1.66407
O -0.00712 -0.33282 -1.09214
F -1.21446 -0.55951 2.94133
F -1.26241 -1.57219 1.10987
F 0.51037 -0.38613 1.67528
S -1.61456 1.03749 0.93087
H 0.39531 0.97408 -2.41030
H 1.67250 -0.07282 -2.31239
H 1.39467 0.99492 -0.91166
*
```